A 11-piece molecular cluster, C6H28O10 overall in a non-equilibrium geometry, computed with ωB97M-V with the def2-TZVPD basis set.

Calculated values
* molecular weight: 260.3 g mol⁻¹
* LUMO energy (alpha / beta): -5.20 / -7.88 eV
* HOMO level (alpha / beta): -13.8 / -13.8 eV
* energy above the lowest of the compared OMol25 structures with the same formula, charge and spin: 1.555 eV

The geometry in ORCA input format:
```
! RIJCOSX wB97M-V def2-TZVPD def2/J DEFGRID3
* xyz 1 2
C -0.102 0.738 2.633
C -0.034 0.938 3.986
C -1.478 0.756 0.618
C -1.060 1.332 1.729
C -3.018 0.685 -1.319
C -2.652 1.212 -0.134
H 0.418 -0.054 2.076
H 0.963 0.700 4.563
H -0.755 1.672 4.514
H -0.837 -0.125 0.154
H -1.685 2.118 2.152
H -2.464 0.057 -1.950
H -3.793 1.197 -1.810
H -3.208 2.096 0.250
H -3.027 -3.080 -0.012
H -3.929 -2.034 0.034
O -3.734 -2.802 0.542
H -1.605 -2.837 0.326
H -1.449 -3.236 1.654
O -1.029 -2.634 1.135
H 1.596 2.954 -2.700
H 0.224 3.314 -2.242
O 1.096 3.442 -2.015
H 3.996 -0.386 -1.667
H 2.656 -0.073 -1.008
O 3.084 -0.348 -1.948
H 1.383 0.690 -4.294
H 1.707 0.660 -2.835
O 1.174 1.048 -3.489
H 2.383 2.183 2.721
H 2.755 2.865 1.289
O 2.920 2.908 2.298
H 1.470 -1.903 -1.802
H 1.482 -2.414 -0.386
O 1.037 -2.547 -1.227
H -0.948 -2.718 -1.453
H -2.016 -3.473 -2.128
O -1.878 -2.834 -1.439
H 1.012 1.253 0.236
H 1.516 2.259 -0.884
O 1.772 1.445 -0.443
H 2.130 -2.116 1.869
H 0.794 -1.853 1.139
O 1.720 -1.640 1.225
*
```

Mulliken atomic charge list, values in e, 5 entries: 0.22, -0.56, 1.13, -0.48, -0.87

---

C6H28O8 as an isolated structure in a non-equilibrium geometry, computed with ωB97M-V with the def2-TZVPD basis set.

Calculated values
* molecular weight: 228.3 g mol⁻¹
* LUMO energy: 0.24 eV
* HOMO level: -8.7 eV
* energy above the lowest of the compared OMol25 structures with the same formula, charge and spin: 14.801 eV

The geometry in ORCA input format:
```
! RIJCOSX wB97M-V def2-TZVPD def2/J DEFGRID3
* xyz 0 1
O -1.781 0.591 2.920
H -0.999 0.045 2.837
H -2.168 0.590 2.045
O -0.495 -1.334 0.715
H -0.971 -0.689 0.192
H -0.340 -0.897 1.552
O -0.514 -1.691 -1.653
H -0.653 -2.581 -1.976
H -0.170 -1.808 -0.768
O -0.476 -3.298 0.449
H 0.153 -3.933 0.793
H -0.282 -2.488 0.922
O -2.998 0.028 1.180
H -2.920 -0.009 0.227
H -3.930 0.177 1.339
O 0.060 -0.549 2.712
H 0.776 0.058 2.525
H 0.295 -0.947 3.550
C 2.284 1.058 -2.338
C 1.587 -0.295 -1.952
C 2.189 -1.105 -0.754
O 0.251 0.025 -1.701
H 2.053 1.804 -1.577
H 1.801 1.456 -3.230
H 3.368 0.956 -2.390
H 1.646 -0.946 -2.824
H 3.234 -1.371 -0.917
H 1.722 -2.088 -0.700
H 1.946 -0.700 0.229
H -0.315 -0.750 -1.697
C 0.295 2.790 0.612
C -0.348 1.388 0.451
C -1.340 1.294 -0.748
O 0.663 0.352 0.411
H 0.011 3.080 1.624
H -0.156 3.506 -0.075
H 1.364 2.833 0.404
H -1.059 1.103 1.226
H -0.847 1.734 -1.615
H -2.185 1.942 -0.518
H -1.752 0.315 -0.992
H 1.002 0.354 -0.488
*
```

Mulliken atomic charge list, values in e, 5 entries: -0.94, 0.57, 0.63, -0.72, -0.01

---

A 7-piece molecular cluster, C6H29N2O6 overall in a non-equilibrium geometry, computed with ωB97M-V with the def2-TZVPD basis set.

Calculated values
* molecular weight: 225.3 g mol⁻¹
* LUMO energy (alpha / beta): -0.05 / -0.18 eV
* HOMO level (alpha / beta): -2.4 / -9.4 eV
* energy above the lowest of the compared OMol25 structures with the same formula, charge and spin: 2.374 eV

The geometry in ORCA input format:
```
! RIJCOSX wB97M-V def2-TZVPD def2/J DEFGRID3
* xyz 0 2
C 1.632 1.108 -0.554
N 0.555 0.180 -0.883
C 0.918 -0.881 -1.861
C 0.141 -2.170 -1.527
C 0.792 -3.416 -2.217
C 1.738 1.250 1.007
N 0.385 0.965 1.589
C -0.407 2.234 1.721
H 2.602 0.823 -0.983
H 1.451 2.069 -1.066
H -0.168 0.808 -1.283
H 0.679 -0.623 -2.895
H 2.020 -1.016 -1.808
H -0.931 -2.129 -1.724
H 0.169 -2.301 -0.423
H 1.864 -3.394 -2.008
H 0.325 -4.335 -1.906
H 0.494 -3.222 -3.256
H 2.457 0.531 1.407
H 1.922 2.320 1.046
H -0.206 0.287 1.028
H 0.478 0.475 2.496
H -0.110 2.950 2.516
H -1.387 1.878 2.009
H -0.415 2.718 0.718
H -3.628 0.825 0.512
H -4.319 0.526 1.798
O -3.653 1.127 1.436
H -2.327 0.000 2.218
H -2.172 -1.530 2.546
O -1.685 -0.733 2.311
H -2.707 1.358 -1.951
H -3.956 0.752 -2.602
O -3.517 0.854 -1.747
H 4.902 -1.021 0.562
H 3.375 -1.321 0.581
O 4.042 -0.751 0.193
H -0.138 3.141 -2.160
H -1.629 3.035 -2.669
O -0.813 2.530 -2.512
H -0.086 -2.304 3.954
H 0.678 -1.867 2.715
O 0.637 -1.729 3.673
*
```

Mulliken atomic charge list, values in e, 5 entries: -0.93, 0.04, -0.93, -0.08, -1.21

---

A 8-piece molecular cluster, C6H29N2O7 overall in a non-equilibrium geometry, computed with ωB97M-V with the def2-TZVPD basis set.

Calculated values
* molecular weight: 241.3 g mol⁻¹
* LUMO energy: -2.82 eV
* HOMO level: -12.9 eV
* energy above the lowest of the compared OMol25 structures with the same formula, charge and spin: 2.017 eV

The geometry in ORCA input format:
```
! RIJCOSX wB97M-V def2-TZVPD def2/J DEFGRID3
* xyz 1 1
C 2.704 2.468 -0.106
C 2.163 1.001 -0.099
C 0.819 0.865 -0.844
C 1.030 0.307 -2.256
C 1.164 -1.215 -2.384
N 0.394 -2.101 -1.470
C 0.760 -2.274 -0.263
N 0.149 -2.929 0.616
H 3.580 2.471 0.548
H 1.897 3.059 0.348
H 2.770 2.781 -1.115
H 2.084 0.727 0.941
H 2.906 0.282 -0.500
H 0.176 0.205 -0.297
H 0.391 1.835 -0.939
H 1.820 0.677 -2.794
H 0.203 0.756 -2.751
H 0.861 -1.466 -3.370
H 2.180 -1.439 -2.251
H -0.396 -2.489 -1.815
H 1.678 -1.893 0.059
H -0.885 -3.012 0.587
H 0.478 -2.866 1.625
H -3.147 1.126 -1.618
H -2.470 0.486 -2.719
O -2.948 0.215 -1.961
H 1.668 -1.451 3.276
H 2.952 -2.197 2.807
O 2.093 -1.839 2.463
H -2.406 2.729 0.235
H -2.450 4.333 0.103
O -2.004 3.562 -0.208
H -3.007 -1.141 1.976
H -2.495 -1.498 0.641
O -2.204 -1.057 1.491
H -0.053 0.512 3.334
H -0.568 -0.688 2.416
O 0.079 -0.446 3.123
H -3.579 -2.119 -1.049
H -2.435 -1.408 -1.282
O -2.606 -2.215 -0.863
H 0.978 4.772 0.825
H -0.515 3.936 0.703
O 0.273 4.192 1.336
*
```

Mulliken atomic charge list, values in e, 5 entries: -1.18, -0.43, 0.42, -0.87, -0.97

---

Question: Which formula does entry 2 have?
Answer: C6H28O8

---

Question: Look up the energy above the lowest of the compared OMol25 structures with the same formula, charge and spin of the second one.
Answer: 14.801 eV